A cluster of 14 separate species, C56H112O28 in total at a distorted geometry. Source: the OMol25 dataset; level of theory: ωB97M-V with the def2-TZVPD basis set.

Each atom is followed by the atoms it is bonded to, with distances in Å.
Positions of all 196 atoms, in Å:
1 C 1.679 -1.081 3.404  C2 1.556, H8 1.090, H9 1.090, H10 1.090
2 C 2.925 -0.709 4.259  C1 1.556, O3 1.412, H11 1.090, H12 1.090
3 O 3.281 -1.847 5.016  C2 1.412, C4 1.318
4 C 3.940 -1.745 6.152  O3 1.318, O5 1.240, O6 1.363
5 O 4.336 -0.667 6.619  C4 1.240
6 O 4.143 -3.001 6.641  C4 1.363, C7 1.407
7 C 4.658 -3.135 7.944  O6 1.407, H13 1.090, H14 1.090, H15 1.090
8 H 0.785 -1.199 4.017  C1 1.090
9 H 1.854 -1.961 2.785  C1 1.090
10 H 1.370 -0.276 2.737  C1 1.090
11 H 2.765 0.231 4.786  C2 1.090
12 H 3.655 -0.463 3.488  C2 1.090
13 H 5.219 -2.302 8.367  C7 1.090
14 H 5.496 -3.831 7.881  C7 1.090
15 H 3.852 -3.504 8.578  C7 1.090
16 C 5.623 -3.861 3.720  C17 1.558, H23 1.090, H24 1.090, H25 1.090
17 C 6.138 -3.676 2.262  C16 1.558, O18 1.420, H26 1.090, H27 1.090
18 O 5.290 -2.865 1.463  C17 1.420, C19 1.341
19 C 5.234 -1.526 1.507  O18 1.341, O20 1.211, O21 1.328
20 O 5.842 -0.832 2.290  C19 1.211
21 O 4.418 -1.091 0.553  C19 1.328, C22 1.432
22 C 4.043 0.289 0.464  O21 1.432, H28 1.090, H29 1.090, H30 1.090
23 H 6.429 -4.354 4.263  C16 1.090
24 H 4.675 -4.399 3.703  C16 1.090
25 H 5.437 -2.837 4.045  C16 1.090
26 H 6.098 -4.622 1.722  C17 1.090
27 H 7.127 -3.230 2.154  C17 1.090
28 H 3.377 0.519 -0.368  C22 1.090
29 H 4.840 1.030 0.401  C22 1.090
30 H 3.499 0.459 1.394  C22 1.090
31 C 0.158 7.316 6.226  C32 1.579, H38 1.090, H39 1.090, H40 1.090
32 C -1.184 7.058 5.436  C31 1.579, O33 1.438, H41 1.090, H42 1.090
33 O -1.523 5.692 5.142  C32 1.438, C34 1.335
34 C -0.845 4.866 4.342  O33 1.335, O35 1.255, O36 1.346
35 O 0.132 5.246 3.652  C34 1.255
36 O -1.538 3.718 4.217  C34 1.346, C37 1.439
37 C -0.842 2.577 3.685  O36 1.439, H43 1.090, H44 1.090, H45 1.090
38 H 0.349 8.341 6.545  C31 1.090
39 H 1.020 7.086 5.600  C31 1.090
40 H 0.241 6.621 7.061  C31 1.090
41 H -1.142 7.671 4.535  C32 1.090
42 H -1.915 7.562 6.068  C32 1.090
43 H -0.893 2.544 2.597  C37 1.090
44 H -1.177 1.621 4.087  C37 1.090
45 H 0.216 2.539 3.942  C37 1.090
46 C -1.716 1.993 -3.966  C47 1.477, H53 1.090, H54 1.090, H55 1.090
47 C -0.553 2.278 -4.830  C46 1.477, O48 1.438, H56 1.090, H57 1.090
48 O -0.415 1.274 -5.850  C47 1.438, C49 1.331
49 C 0.205 0.106 -5.699  O48 1.331, O50 1.263, O51 1.403
50 O 0.537 -0.449 -4.614  C49 1.263
51 O 0.244 -0.489 -6.968  C49 1.403, C52 1.365
52 C 0.620 -1.795 -7.087  O51 1.365, H58 1.090, H59 1.090, H60 1.090
53 H -2.539 1.573 -4.543  C46 1.090
54 H -2.069 2.883 -3.446  C46 1.090
55 H -1.567 1.174 -3.261  C46 1.090
56 H 0.363 2.367 -4.245  C47 1.090
57 H -0.642 3.269 -5.276  C47 1.090
58 H -0.201 -2.494 -6.921  C52 1.090
59 H 1.381 -2.092 -6.366  C52 1.090
60 H 0.961 -1.948 -8.111  C52 1.090
61 C -8.423 -1.491 -5.360  C62 1.507, H68 1.090, H69 1.090, H70 1.090
62 C -7.499 -2.406 -4.599  C61 1.507, O63 1.510, H71 1.090, H72 1.090
63 O -6.683 -1.661 -3.569  C62 1.510, C64 1.301
64 C -5.677 -2.218 -2.959  O63 1.301, O65 1.263, O66 1.273
65 O -5.327 -3.430 -3.033  C64 1.263
66 O -5.137 -1.377 -2.171  C64 1.273, C67 1.433
67 C -3.760 -1.548 -1.811  O66 1.433, H73 1.090, H74 1.090, H75 1.090
68 H -7.845 -1.040 -6.168  C61 1.090
69 H -8.895 -0.735 -4.733  C61 1.090
70 H -9.249 -1.989 -5.867  C61 1.090
71 H -6.855 -2.879 -5.340  C62 1.090
72 H -8.056 -3.219 -4.135  C62 1.090
73 H -3.382 -0.591 -1.449  C67 1.090
74 H -3.142 -2.005 -2.584  C67 1.090
75 H -3.649 -2.190 -0.937  C67 1.090
76 C 4.087 -2.230 -5.432  C77 1.526, H83 1.090, H84 1.090, H85 1.090
77 C 3.757 -3.329 -4.426  C76 1.526, O78 1.468, H86 1.090, H87 1.090
78 O 3.224 -2.925 -3.119  C77 1.468, C79 1.369
79 C 3.122 -3.909 -2.173  O78 1.369, O80 1.208, O81 1.318
80 O 3.362 -5.077 -2.369  C79 1.208
81 O 2.604 -3.433 -1.058  C79 1.318, C82 1.442
82 C 2.233 -4.261 0.063  O81 1.442, H88 1.090, H89 1.090, H90 1.090
83 H 3.293 -1.487 -5.353  C76 1.090
84 H 4.186 -2.567 -6.464  C76 1.090
85 H 5.061 -1.779 -5.240  C76 1.090
86 H 4.694 -3.845 -4.216  C77 1.090
87 H 3.026 -4.037 -4.816  C77 1.090
88 H 3.122 -4.711 0.506  C82 1.090
89 H 1.566 -5.061 -0.259  C82 1.090
90 H 1.765 -3.544 0.737  C82 1.090
91 C -4.554 2.378 4.157  C92 1.569, H98 1.090, H99 1.090, H100 1.090
92 C -5.042 1.636 2.865  C91 1.569, O93 1.501, H101 1.090, H102 1.090
93 O -4.168 0.607 2.209  C92 1.501, C94 1.330
94 C -4.254 -0.687 2.508  O93 1.330, O95 1.257, O96 1.352
95 O -3.858 -1.597 1.736  C94 1.257
96 O -4.900 -0.927 3.671  C94 1.352, C97 1.437
97 C -4.824 -2.280 4.150  O96 1.437, H103 1.090, H104 1.090, H105 1.090
98 H -3.828 3.173 3.983  C91 1.090
99 H -4.105 1.633 4.814  C91 1.090
100 H -5.441 2.768 4.656  C91 1.090
101 H -5.044 2.503 2.204  C92 1.090
102 H -6.082 1.350 3.023  C92 1.090
103 H -5.392 -2.968 3.525  C97 1.090
104 H -5.140 -2.176 5.188  C97 1.090
105 H -3.852 -2.772 4.107  C97 1.090
106 C -4.691 2.176 -2.364  C107 1.546, C110 1.485, H111 1.090, H112 1.090
107 C -6.158 1.967 -1.921  C106 1.546, C108 1.549, H113 1.090, H114 1.090
108 C -6.301 2.998 -0.774  C107 1.549, O109 1.366, H115 1.090, H116 1.090
109 O -5.092 2.860 -0.154  C108 1.366, C110 1.413
110 C -4.119 2.278 -0.998  C106 1.485, O109 1.413, H117 1.090, H118 1.090
111 H -4.442 3.107 -2.872  C106 1.090
112 H -4.284 1.273 -2.820  C106 1.090
113 H -6.335 0.950 -1.569  C107 1.090
114 H -6.938 2.189 -2.649  C107 1.090
115 H -7.093 2.824 -0.045  C108 1.090
116 H -6.596 4.011 -1.048  C108 1.090
117 H -3.872 1.297 -0.593  C110 1.090
118 H -3.205 2.871 -0.974  C110 1.090
119 C -0.542 -4.767 3.040  C120 1.461, C123 1.487, H124 1.090, H125 1.090
120 C -1.425 -3.881 2.285  C119 1.461, C121 1.494, H126 1.090, H127 1.090
121 C -1.235 -4.387 0.892  C120 1.494, O122 1.357, H128 1.090, H129 1.090
122 O -0.710 -5.630 1.039  C121 1.357, C123 1.417
123 C -0.802 -6.075 2.381  C119 1.487, O122 1.417, H130 1.090, H131 1.090
124 H -0.781 -4.797 4.103  C119 1.090
125 H 0.481 -4.412 2.907  C119 1.090
126 H -1.115 -2.859 2.499  C120 1.090
127 H -2.436 -4.092 2.633  C120 1.090
128 H -0.524 -3.722 0.402  C121 1.090
129 H -2.198 -4.431 0.384  C121 1.090
130 H -0.146 -6.925 2.568  C123 1.090
131 H -1.731 -6.596 2.612  C123 1.090
132 C -0.324 -0.844 0.008  C133 1.485, C136 1.519, H137 1.090, H138 1.090
133 C 0.680 -0.255 -0.915  C132 1.485, C134 1.488, H139 1.090, H140 1.090
134 C 0.527 1.214 -0.737  C133 1.488, O135 1.410, H141 1.090, H142 1.090
135 O -0.012 1.345 0.559  C134 1.410, C136 1.409
136 C -0.965 0.323 0.739  C132 1.519, O135 1.409, H143 1.090, H144 1.090
137 H 0.244 -1.482 0.685  C132 1.090
138 H -1.080 -1.467 -0.471  C132 1.090
139 H 0.566 -0.557 -1.956  C133 1.090
140 H 1.647 -0.650 -0.605  C133 1.090
141 H -0.149 1.639 -1.479  C134 1.090
142 H 1.472 1.742 -0.862  C134 1.090
143 H -1.955 0.657 0.426  C136 1.090
144 H -1.065 0.150 1.811  C136 1.090
145 C 3.306 1.175 -4.059  C146 1.565, C149 1.531, H150 1.090, H151 1.090
146 C 3.854 2.634 -4.199  C145 1.565, C147 1.511, H152 1.090, H153 1.090
147 C 4.186 2.847 -2.741  C146 1.511, O148 1.437, H154 1.090, H155 1.090
148 O 4.739 1.592 -2.314  C147 1.437, C149 1.413
149 C 4.380 0.533 -3.177  C145 1.531, O148 1.413, H156 1.090, H157 1.090
150 H 3.177 0.691 -5.027  C145 1.090
151 H 2.365 1.085 -3.516  C145 1.090
152 H 3.123 3.297 -4.661  C146 1.090
153 H 4.723 2.722 -4.851  C146 1.090
154 H 3.294 2.900 -2.117  C147 1.090
155 H 4.853 3.696 -2.585  C147 1.090
156 H 3.920 -0.293 -2.634  C149 1.090
157 H 5.202 0.219 -3.821  C149 1.090
158 C -0.436 4.896 0.311  C159 1.520, C162 1.499, H163 1.090, H164 1.090
159 C -1.486 5.299 -0.712  C158 1.520, C160 1.531, H165 1.090, H166 1.090
160 C -1.200 6.775 -1.007  C159 1.531, O161 1.414, H167 1.090, H168 1.090
161 O 0.079 7.118 -0.509  C160 1.414, C162 1.422
162 C 0.240 6.209 0.572  C158 1.499, O161 1.422, H169 1.090, H170 1.090
163 H 0.316 4.264 -0.160  C158 1.090
164 H -0.865 4.433 1.199  C158 1.090
165 H -2.441 5.173 -0.202  C159 1.090
166 H -1.424 4.737 -1.644  C159 1.090
167 H -1.960 7.456 -0.624  C160 1.090
168 H -1.114 6.949 -2.079  C160 1.090
169 H -0.116 6.762 1.441  C162 1.090
170 H 1.223 5.817 0.835  C162 1.090
171 C -1.268 -6.134 -3.580  C172 1.524, C175 1.533, H176 1.090, H177 1.090
172 C -0.535 -5.351 -2.497  C171 1.524, C173 1.538, H178 1.090, H179 1.090
173 C -0.575 -3.891 -2.978  C172 1.538, O174 1.438, H180 1.090, H181 1.090
174 O -1.654 -3.848 -3.927  C173 1.438, C175 1.427
175 C -2.339 -5.100 -3.948  C171 1.533, O174 1.427, H182 1.090, H183 1.090
176 H -1.606 -7.138 -3.324  C171 1.090
177 H -0.722 -6.343 -4.500  C171 1.090
178 H 0.508 -5.651 -2.402  C172 1.090
179 H -1.072 -5.515 -1.563  C172 1.090
180 H 0.363 -3.596 -3.450  C173 1.090
181 H -0.730 -3.205 -2.145  C173 1.090
182 H -2.784 -5.287 -4.925  C175 1.090
183 H -3.137 -5.115 -3.206  C175 1.090
184 C 4.212 3.961 1.042  C185 1.568, C188 1.544, H189 1.090, H190 1.090
185 C 5.471 3.422 1.804  C184 1.568, C186 1.506, H191 1.090, H192 1.090
186 C 5.029 2.567 2.963  C185 1.506, O187 1.390, H193 1.090, H194 1.090
187 O 3.650 2.474 2.814  C186 1.390, C188 1.454
188 C 3.074 3.522 1.987  C184 1.544, O187 1.454, H195 1.090, H196 1.090
189 H 4.053 3.492 0.071  C184 1.090
190 H 4.179 5.037 0.869  C184 1.090
191 H 6.052 4.286 2.127  C185 1.090
192 H 6.183 2.836 1.222  C185 1.090
193 H 5.262 3.184 3.831  C186 1.090
194 H 5.509 1.597 3.093  C186 1.090
195 H 2.717 4.314 2.644  C188 1.090
196 H 2.203 3.165 1.436  C188 1.090

Computed properties:
**Strongest force on any atom**: 6.1 eV/A
**Frontier orbital gap**: 9.61 eV
**Energy above the lowest of the compared OMol25 structures with the same formula, charge and spin**: 243.5 kcal/mol
**Net charge**: 0
**HOMO energy**: -9.1 eV